No. 1
Formula: C13H28NO2PPtSi
Source: OMol25
Level of theory: ωB97M-V with the def2-TZVPD basis set

Output
**HOMO energy (spin up / spin down)**: -6.3 / -7.5 eV
**Spin multiplicity**: 5
**⟨S²⟩**: 6.067
**Electronic energy**: -39927.61095 eV

Cartesian coordinates (Å):
Pt -0.1244 -0.0615 -0.9385
Si -0.9738 1.6577 -2.2321
P -1.9989 -1.2563 -0.7240
N 1.2044 -1.5501 -1.1041
H -2.1306 1.0140 2.5771
C -1.9711 -2.5182 0.5907
H -2.8653 -3.1516 0.5010
H -1.9704 -2.0539 1.5851
H -1.0779 -3.1484 0.5119
C -3.5663 -0.3790 -0.4485
H -4.3924 -1.1006 -0.4912
H -3.7428 0.3933 -1.2037
H -3.5851 0.0961 0.5418
C -2.1547 -2.1619 -2.2712
H -3.0999 -2.7203 -2.2562
H -1.3091 -2.8563 -2.3625
H -2.1342 -1.4578 -3.1120
C -2.0233 2.9389 -1.2805
H -1.4453 3.2772 -0.4037
H -2.9537 2.4675 -0.9363
H -2.2814 3.8088 -1.9166
H 0.1440 2.4522 -2.8405
H -1.8257 1.1235 -3.3217
C 1.8344 -1.9049 -2.1923
C 3.5835 -3.2401 -3.3357
C 2.8628 -2.9487 -2.1885
C 1.5854 -1.2531 -3.4683
C 2.3301 -1.5836 -4.6017
C 3.3287 -2.5564 -4.5354
H 4.3568 -4.0000 -3.2921
H 3.0520 -3.4617 -1.2350
H 0.8346 -0.4706 -3.5430
H 2.1399 -1.0768 -5.5423
H 3.9209 -2.7904 -5.4312
C -1.4280 1.8355 2.8248
O -0.6176 2.4350 1.9259
C -0.5137 1.1643 3.8599
H -1.0152 0.7910 4.7581
H 0.3818 1.7622 4.1177
H -0.1067 0.2856 3.3265
C -2.7489 2.6101 3.2879
H -3.3720 1.9159 3.8889
H -3.3166 2.8644 2.3804
H -2.6683 3.5151 3.8817
O 0.8106 1.3245 0.2020
H 1.7173 1.0626 0.4688
H 0.2150 1.7720 1.1049

=====

No. 2
Formula: C13H28NO4P2Rh
Source: OMol25
Level of theory: ωB97M-V with the def2-TZVPD basis set

Output
**HOMO energy (spin up / spin down)**: -3.5 / -8.0 eV
**Spin multiplicity**: 5
**⟨S²⟩**: 6.021
**Energy above the lowest of the compared OMol25 structures with the same formula, charge and spin**: 0.0 kJ/mol
**Electronic energy**: -45194.34682 eV

Cartesian coordinates (Å):
C 0.9422 -0.8995 -3.0333
C 0.8549 -0.9048 -1.6364
N -0.3517 -1.0519 -1.0512
C -1.4606 -1.1382 -1.8056
C -1.4046 -1.2304 -3.1904
C -0.1801 -1.1125 -3.8236
C 2.1637 -0.8989 -0.8399
P 2.8559 0.6162 -0.0639
Rh -0.6827 -1.2145 1.1006
P -2.6731 -0.6639 0.6021
C -2.8180 -1.1851 -1.1508
O 2.9019 3.9414 -3.2930
O -0.3987 2.0142 -1.8125
H 1.9253 -0.7769 -3.4792
H -2.3479 -1.3745 -3.7175
H -0.1078 -1.1894 -4.9032
C 2.2875 0.7426 1.6487
C 4.6329 0.3016 0.0909
H -3.5303 -0.5200 -1.6575
H -3.2351 -2.2043 -1.1698
H 2.9321 -1.1638 -1.5292
H 2.1174 -1.6673 -0.0523
C -4.1520 -1.3263 1.3923
C -2.9074 1.1378 0.5309
H 2.8228 1.7694 -0.8926
H 0.0177 2.8625 -2.0564
H 3.6294 4.5544 -3.3362
H 2.4918 3.9924 -4.1772
H -0.9630 -2.6995 1.4891
H -1.3418 2.1058 -2.1477
H 3.1279 0.9734 2.3215
H 1.5411 1.5436 1.7426
H 1.8113 -0.1877 2.0012
H 4.8259 -0.7631 0.2682
H 5.1048 0.6026 -0.8505
H 5.0576 0.8986 0.9078
H -3.8104 1.3465 -0.0545
H -3.0337 1.4702 1.5683
H -2.0327 1.6151 0.0676
H -5.0450 -1.0337 0.8225
H -4.0654 -2.4190 1.4443
H -4.1540 -0.8975 2.4015
C -0.0591 -0.5148 5.0583
O 0.0915 -0.9004 3.6751
C -1.0491 -0.8114 2.9549
O -2.1166 -0.4505 3.4465
H -0.7862 -1.1535 5.5694
H -0.3611 0.5345 5.1459
H 0.9323 -0.6696 5.4743